Molecular formula: H41O20
Method: DFT, the ωB97M-V functional and the def2-TZVPD basis

Geometry as XYZ:
```
61
Properties=species:S:1:pos:R:3:forces:R:3:lowdin_charge:R:1
O 1.898 -0.556 1.092 -0.7 7.7 -2.5 0.180
O -0.243 1.679 -0.110 -4.9 -0.5 -0.7 0.031
O -0.540 -1.717 -3.725 1.3 -2.5 -1.3 -0.106
O -0.513 3.653 -2.053 1.1 -1.3 -2.6 -0.107
O -1.753 -3.765 3.201 -1.3 -1.2 0.2 -0.060
O 5.057 0.632 0.979 -2.1 2.4 0.7 0.002
O -4.428 -2.402 0.764 0.4 -1.4 0.1 -0.040
O 3.705 -0.493 -3.512 6.0 2.0 -1.1 0.061
O 3.339 -0.272 -0.989 2.0 1.8 -1.9 -0.098
O -5.007 -0.199 -2.802 5.4 -0.8 -1.8 -0.159
O 0.117 -3.844 -0.644 0.1 -0.6 2.8 0.022
O -1.198 -2.520 1.085 3.5 2.4 -2.0 -0.005
O 1.219 3.972 -0.070 -3.4 2.3 0.8 -0.135
O -1.695 -0.707 3.848 -0.9 -0.7 1.6 -0.074
O -2.842 -4.956 0.042 -4.3 -0.6 3.8 0.050
O 3.306 2.376 1.921 -0.8 0.7 1.0 -0.049
O 2.531 3.770 -2.723 0.5 0.1 -1.0 -0.066
O -1.052 -0.537 -1.408 1.5 -1.6 -2.9 -0.148
O -2.019 2.336 1.820 -0.6 -0.5 -5.4 0.077
O -0.069 3.551 3.037 1.7 2.2 1.7 -0.060
H 0.438 3.864 -1.911 -0.5 0.1 -0.1 -0.003
H -2.089 -1.330 4.554 1.0 1.3 -1.9 0.103
H -0.575 -2.524 -3.142 0.0 1.1 -0.9 0.060
H 3.048 -0.679 -2.981 -5.1 -1.4 5.1 -0.075
H 3.018 3.964 -3.556 -0.5 -0.4 0.7 0.076
H 0.503 -4.582 -0.039 -0.7 1.4 -1.6 0.140
H -4.662 -1.508 0.546 -0.5 0.4 -0.4 0.041
H 0.034 2.849 3.668 0.0 -1.2 0.5 0.043
H 2.732 1.685 2.275 0.0 -0.4 -0.3 0.035
H -1.316 -1.254 3.159 -0.3 -0.4 0.6 -0.033
H 5.004 1.088 1.849 -0.3 0.3 -1.0 0.065
H 2.047 -1.370 1.369 1.9 -6.2 1.8 0.004
H 2.036 3.740 0.401 -0.7 0.6 0.7 0.038
H -0.104 -2.109 -4.568 -1.1 1.2 1.9 0.124
H -3.421 -4.176 0.035 0.6 -0.2 -0.2 0.028
H 0.342 4.269 3.638 -1.2 -1.0 -1.8 0.133
H -1.013 -1.550 -1.217 -0.2 3.0 -0.3 0.070
H -0.438 3.249 -3.002 -0.6 1.2 2.5 0.120
H -1.042 1.952 0.642 1.4 -0.9 -1.0 0.156
H 0.447 4.635 0.390 4.1 -2.7 -1.2 0.207
H -5.052 -3.020 0.338 0.0 0.9 0.3 0.072
H 3.295 -0.684 -4.288 -1.0 -0.7 -4.4 0.011
H 3.065 3.080 2.560 0.6 -0.1 -0.6 0.075
H -2.739 1.944 2.226 -2.4 -1.4 1.1 0.061
H -4.005 -0.355 -2.464 -3.5 0.5 -0.4 0.073
H -1.891 -2.642 1.653 -3.4 -1.5 2.0 -0.018
H -0.393 -3.255 0.097 0.5 -1.2 -1.1 0.033
H 4.200 -0.757 -1.202 -1.5 0.7 0.7 0.122
H 3.556 0.622 -1.482 -0.7 -2.2 1.5 0.149
H -0.064 2.594 -0.480 0.3 -0.4 -0.4 0.057
H -0.700 -1.862 1.606 0.3 -0.3 -0.9 0.079
H 2.679 -0.091 0.538 -0.8 -1.7 0.5 0.104
H 2.632 4.590 -2.236 0.0 0.2 0.3 0.034
H -4.669 -0.227 -3.784 -1.8 0.2 2.2 0.083
H 5.642 -0.024 1.202 2.5 -2.9 0.3 0.013
H -1.398 -4.191 3.990 0.0 0.0 0.0 0.071
H -0.618 -0.453 -2.402 -1.6 -0.8 3.2 0.122
H -1.434 2.592 2.437 3.0 1.9 3.6 -0.052
H -2.518 -4.356 2.945 1.1 0.8 0.3 0.101
H -2.161 -4.837 -0.506 3.9 0.8 -3.6 -0.054
H -0.904 1.113 -0.884 2.7 1.3 2.8 0.216
```
Forces are in eV/Å.

- max |F| (hartree/bohr) = 0.1583
- relative energy (zero: lowest compared OMol25 entry of this formula, charge and spin) (kcal/mol) = 106.7
- charge = +2
- E_tot (eV) = -41592.3146
- <S²> = 0.76
- 2S+1 = 2
- gap between HOMO and LUMO (alpha / beta) (eV) = 9.944 / 2.543

***

Molecular formula: H41O21
Method: DFT, the ωB97M-V functional and the def2-TZVPD basis

Geometry as XYZ:
```
62
Properties=species:S:1:pos:R:3:forces:R:3:lowdin_charge:R:1
O 0.630 3.628 -0.377 0.0 0.0 0.0 -0.073
O 4.081 2.411 2.136 0.1 0.1 0.1 -0.055
O -0.017 -4.278 -2.386 0.3 0.9 -0.2 -0.046
O -0.790 1.005 -3.290 0.9 -1.8 1.1 -0.092
O 1.504 -2.445 0.212 0.1 -0.1 -0.3 -0.054
O -3.406 -1.638 -1.145 -0.2 0.0 -0.4 -0.055
O 1.515 2.402 -3.227 0.4 -0.2 0.6 -0.039
O -3.357 0.215 0.986 -0.2 0.0 -0.3 -0.064
O -0.970 -0.212 5.326 0.2 0.0 -1.2 -0.114
O 4.266 1.152 -2.503 -0.4 -0.8 0.9 -0.072
O -2.202 1.713 3.915 1.0 -0.2 0.7 -0.047
O 0.505 -5.641 -0.010 -0.2 -0.1 0.5 -0.067
O -1.987 3.371 -3.486 -0.2 -0.2 -0.1 -0.076
O -1.729 -2.411 1.098 -0.3 -0.1 0.5 -0.047
O 2.400 0.103 -0.037 0.6 0.6 -0.5 -0.080
O 0.812 -3.103 3.561 -0.1 -0.5 -0.3 -0.070
O -0.202 0.639 -0.487 0.2 0.2 -0.7 -0.365
O -2.584 3.007 -0.454 -0.1 0.3 -0.7 -0.044
O 2.216 -1.761 -3.888 1.1 0.0 0.8 -0.063
O -1.140 1.860 1.570 0.0 -0.7 0.6 -0.113
O 0.463 -0.374 2.908 0.4 -0.9 -0.3 -0.045
H -2.239 2.661 -1.288 0.1 0.4 -0.1 0.012
H -2.056 -2.516 0.198 0.1 0.4 -0.1 0.007
H -0.413 -3.420 -2.179 -0.4 -0.2 0.1 0.041
H -1.067 -1.713 1.123 0.3 -0.2 -0.5 0.010
H 0.650 -4.711 -0.201 0.1 -0.1 -0.2 -0.021
H 0.907 0.231 3.507 -0.3 0.5 -0.3 0.069
H 1.145 -2.822 4.413 0.0 0.3 0.0 0.020
H -0.642 1.441 0.833 0.0 0.4 -0.4 -0.040
H 1.677 0.656 -0.428 -0.2 -0.4 0.6 0.023
H 0.156 0.926 -3.066 0.2 0.4 -0.9 0.026
H -2.841 -0.612 0.969 -0.1 0.2 0.2 0.014
H 0.177 0.045 2.088 0.0 0.7 0.3 0.025
H -2.952 2.220 -0.062 -0.3 0.0 0.2 -0.006
H 0.412 2.707 -0.600 0.0 -0.2 0.0 -0.016
H -0.956 0.494 -2.461 -1.4 0.6 0.0 0.049
H -0.999 2.808 1.596 0.2 0.0 -0.4 0.055
H 0.692 -3.984 -2.974 0.0 -0.3 -0.1 0.034
H 0.738 -2.327 2.987 0.1 0.0 0.4 -0.015
H 2.812 -2.451 -3.557 -0.5 -0.5 -0.4 0.039
H 1.999 -1.650 -0.066 -0.2 0.0 0.2 -0.006
H 2.165 2.750 -3.841 -0.2 0.0 -0.3 0.055
H -1.175 3.807 -3.756 0.0 0.0 0.1 0.024
H 0.223 -0.008 -1.056 -0.1 -0.4 0.4 -0.060
H -0.118 -5.589 0.724 0.1 -0.1 0.1 0.039
H 2.235 0.159 0.909 -0.1 0.0 0.0 0.032
H 0.637 2.339 -3.608 0.2 0.6 -0.5 0.004
H -1.778 2.412 -3.532 0.1 0.6 0.0 -0.002
H -2.591 1.443 3.078 -0.5 0.6 0.0 0.036
H -0.131 4.112 -0.716 0.0 0.0 0.1 0.026
H 3.486 1.233 -1.930 -0.3 0.6 -0.5 0.005
H -3.987 -1.966 -1.839 0.1 -0.1 0.0 0.046
H 3.453 2.823 1.533 -0.1 -0.1 0.0 0.033
H -2.652 2.324 4.493 -0.8 -0.1 -0.5 0.059
H 4.693 0.486 -1.943 0.6 0.1 -0.4 0.037
H 1.246 -2.852 -0.622 0.0 0.0 0.0 -0.001
H -2.706 0.924 0.860 0.4 -0.5 0.5 -0.016
H -1.352 0.450 4.700 -0.3 0.2 1.0 -0.020
H 2.757 -1.031 -3.540 -0.6 0.6 -0.4 0.024
H 3.696 1.565 2.377 0.0 0.0 -0.1 0.016
H -0.591 -0.743 4.605 0.0 -0.5 0.7 -0.009
H -3.796 -0.792 -0.880 0.2 0.0 0.3 0.031
```
Forces are in eV/Å.

- max |F| (hartree/bohr) = 0.0438
- relative energy (zero: lowest compared OMol25 entry of this formula, charge and spin) (kcal/mol) = 69.0
- charge = -1
- E_tot (eV) = -43665.3796
- gap between HOMO and LUMO (eV) = 9.178

***

Molecular formula: H41O21
Method: DFT, the ωB97M-V functional and the def2-TZVPD basis

Geometry as XYZ:
```
62
Properties=species:S:1:pos:R:3:forces:R:3:lowdin_charge:R:1
O 1.417 -0.889 1.997 0.1 0.2 0.2 0.042
O 0.656 -4.207 0.114 -0.7 -0.5 -1.3 -0.044
O 3.579 1.236 -3.677 0.2 0.4 -0.6 -0.064
O -1.173 -1.788 1.218 1.2 -0.1 0.2 -0.025
O -2.986 -0.199 -2.428 -0.4 0.0 0.4 -0.048
O -2.214 1.562 -4.510 0.0 0.0 0.2 -0.070
O -2.498 3.056 0.688 0.0 -0.3 0.0 -0.055
O -3.343 -2.885 -0.384 -0.3 0.3 0.0 -0.034
O 3.587 -0.237 3.885 -0.6 -0.2 0.4 -0.009
O -2.378 -1.048 3.989 0.2 0.2 -0.1 -0.040
O -0.044 4.171 -0.823 0.2 0.3 0.8 -0.068
O -2.311 -3.009 -2.779 -0.6 1.1 -0.5 -0.050
O 2.442 -3.128 1.696 0.2 0.8 -0.1 -0.061
O -1.199 2.651 3.145 0.6 -0.1 0.0 -0.035
O -4.997 1.454 0.753 0.6 -0.5 0.4 -0.042
O 3.256 2.761 -1.339 -0.3 0.0 -0.3 -0.045
O 4.419 1.054 0.913 0.7 3.1 1.6 -0.031
O 0.965 1.445 1.338 0.9 -0.2 -0.7 -0.017
O 2.769 -0.460 -0.397 0.0 -0.4 -0.2 -0.035
O -0.255 1.677 -1.865 0.8 0.1 -0.1 -0.022
O 0.449 -2.015 -1.427 0.8 0.4 0.2 -0.056
H -1.723 -2.956 -3.534 0.5 -0.5 0.2 0.068
H -1.295 1.756 -4.294 0.0 0.0 -0.1 0.021
H 3.469 2.059 -3.179 0.0 -0.3 0.2 0.002
H 3.478 1.116 1.064 -0.2 -1.1 -0.5 -0.003
H -4.259 1.272 1.353 0.0 0.9 0.2 0.027
H 3.375 3.682 -1.096 0.0 -0.1 0.3 0.058
H -2.678 -2.940 0.293 0.5 -0.3 0.7 0.002
H 3.424 2.210 -0.564 0.3 0.2 -0.1 0.005
H -2.751 -0.253 4.382 0.2 0.2 0.2 0.050
H 0.797 0.521 1.613 -0.3 1.4 0.0 -0.023
H -3.891 -0.393 -2.704 0.0 0.3 -0.1 0.078
H -2.517 0.988 -3.787 0.2 0.1 -0.3 -0.026
H -0.329 4.696 -1.573 0.0 -0.2 -0.1 0.047
H -1.571 3.290 0.570 0.0 0.3 -0.5 -0.009
H -1.985 -3.501 -2.029 0.3 -0.5 -0.1 0.028
H 0.337 -3.819 0.926 0.3 -0.2 0.4 0.027
H -1.143 1.359 -1.981 -0.7 -0.4 0.0 0.014
H -0.304 -1.811 0.781 -0.5 -0.1 -1.1 0.014
H 3.685 0.469 3.245 0.3 0.0 -0.4 0.017
H -2.676 2.473 -0.056 -0.2 0.1 -0.1 0.025
H -3.053 -1.285 3.356 -0.3 -0.4 -0.3 0.031
H 3.774 -1.074 3.452 0.2 0.1 -0.2 0.033
H -0.880 -1.465 2.076 -1.4 0.1 0.6 0.012
H 4.828 0.293 0.566 -0.5 -1.6 -0.8 0.029
H 3.148 -3.082 1.037 0.1 0.0 0.1 0.061
H 0.302 0.933 -1.610 -0.1 0.0 0.0 0.048
H -4.984 0.614 0.298 -0.6 -0.3 -0.7 0.014
H -0.846 3.216 2.449 -0.6 0.5 0.2 0.022
H 0.668 -1.262 2.469 -0.1 -0.2 1.1 0.065
H -0.614 1.893 3.061 -0.2 -0.4 0.6 0.009
H -0.490 -1.986 -1.606 -0.3 -0.3 -0.2 0.009
H 0.201 3.287 -1.133 -0.2 0.1 -0.4 -0.014
H -2.653 -1.085 -2.243 0.3 -0.5 -0.3 0.001
H 2.202 -0.694 0.346 0.1 0.3 -0.3 -0.020
H 0.702 -2.909 -1.110 -0.7 0.2 0.0 0.021
H 3.163 0.575 -3.135 -0.2 -0.3 0.4 -0.005
H 2.368 -0.931 -1.132 -0.2 -0.1 -0.2 0.031
H 0.434 2.116 1.751 -0.2 -0.1 0.1 0.003
H 1.572 -4.453 0.239 0.0 0.0 0.6 0.048
H -3.503 -1.933 -0.382 -0.2 0.0 -0.2 0.029
H 2.078 -2.191 1.710 1.1 -1.6 0.2 -0.039
```
Forces are in eV/Å.

- max |F| (hartree/bohr) = 0.0687
- relative energy (zero: lowest compared OMol25 entry of this formula, charge and spin) (kcal/mol) = 0.0
- E_tot (eV) = -43659.3616
- <S²> = 0.75
- 2S+1 = 2
- gap between HOMO and LUMO (alpha / beta) (eV) = 9.809 / 4.803